Here is a molecular structure, C8H5BCl2O4S4SbTc in a non-equilibrium geometry from the OMol25 dataset. Energies are from ωB97M-V/def2-TZVPD.

Its HOMO-LUMO gap (spin up / spin down) is 3.21 / 3.21 eV. As for the total charge: +2. As for the maximum force: 2.028 eV Å⁻¹. For the LUMO energy (spin up / spin down), the calculation gives -11.59 / -11.59 eV. The value obtained for the total energy is -3467.18090 a.u. The HOMO energy (spin up / spin down) comes out at -0.5438 / -0.5438 Ha.

Last column: Löwdin charge in e.
Positions of all 26 atoms, in Å:
Tc1 -1.589 0.253 -0.061  0.9360
S1 0.437 3.206 3.045  0.2108
Sb1 -1.631 2.832 2.540  0.3104
S2 -1.517 0.033 2.012  0.4422
S3 -1.445 2.317 -0.275  0.4078
S4 -3.762 3.144 2.657  0.2483
O1 1.434 0.570 0.561  0.1217
B1 0.535 -0.067 -0.238  -0.7017
O2 1.078 -0.913 -1.146  0.1968
C1 2.449 -0.812 -0.922  -0.1611
C2 3.468 -1.461 -1.585  0.0450
C3 4.744 -1.157 -1.143  -0.0273
C4 4.969 -0.252 -0.097  -0.0266
C5 3.929 0.392 0.558  0.0337
C6 2.668 0.081 0.108  -0.1628
H1 3.279 -2.155 -2.393  0.1401
H2 5.593 -1.630 -1.618  0.1250
H3 5.986 -0.048 0.206  0.1241
H4 4.100 1.095 1.362  0.1336
Cl1 -6.706 -1.117 0.526  0.7287
C7 -5.426 -1.176 -0.641  -1.0331
Cl2 -5.884 -0.510 -2.217  0.7061
C8 -4.259 -0.322 -0.205  -0.6623
O3 -4.295 0.594 0.543  0.0105
O4 -3.031 -0.690 -0.783  -0.2288
H5 -5.122 -2.206 -0.795  0.0828

---

Here is a molecular structure, C6H12AlF3O3 in a non-equilibrium geometry from the OMol25 dataset. Energies are from ωB97M-V/def2-TZVPD.

Its HOMO-LUMO gap is 3.49 eV. As for the total charge: +2. As for the maximum force: 6.097 eV Å⁻¹. For the energy relative to the best compared isomer or geometry (same formula, charge and spin), the calculation gives 0.0 kcal per mole. For the LUMO energy, the calculation gives -13.98 eV. The value obtained for the total energy is -1002.67555 a.u. The HOMO energy comes out at -0.6420 Ha.

Last column: Löwdin charge in e.
Positions of all 25 atoms, in Å:
Al1 -0.930 2.796 -0.009  1.2242
C1 0.110 0.671 -1.502  -0.1898
O1 0.996 0.340 -0.448  -0.0406
O2 -0.243 2.041 -1.236  -0.0227
C2 0.762 0.312 -2.888  -0.4881
F1 1.942 0.890 -3.178  0.1958
F2 0.953 -1.015 -2.985  0.1770
F3 -0.119 0.492 -3.913  0.1539
C3 1.024 -0.986 0.018  -0.2626
C4 1.845 -0.937 1.364  -0.0077
H1 2.857 -0.559 1.219  0.0989
H2 1.354 -0.358 2.146  0.0678
H3 2.077 -1.931 1.747  0.1021
H4 1.707 -1.627 -0.539  0.1450
H5 0.063 -1.491 0.105  0.0862
H6 -0.781 0.061 -1.348  0.1665
C5 -1.155 -0.765 1.295  -0.0014
C6 -1.472 0.756 1.555  -0.1539
O3 -1.952 1.398 0.378  0.0275
H7 -2.028 -1.368 1.044  0.1290
H8 -0.749 -1.179 2.218  0.1304
H9 -0.542 -0.799 0.394  -0.0236
H10 -0.708 1.394 1.999  0.1327
H11 -2.199 0.860 2.360  0.1539
H12 -2.811 1.005 0.204  0.1996

---

Here is 2 unconnected molecules or ions with the total composition C3H7NSi in a non-equilibrium geometry from the OMol25 dataset. Energies are from ωB97M-V/def2-TZVPD.

Its HOMO-LUMO gap is 8.47 eV. As for the total charge: 0. As for the maximum force: 5.296 eV Å⁻¹. Its SMILES is CC=[SiH2].C#N. For the energy relative to the best compared isomer or geometry (same formula, charge and spin), the calculation gives 77.1 kcal per mole. For the LUMO energy, the calculation gives 0.04 eV. The value obtained for the total energy is -462.61426 a.u. The HOMO energy comes out at -0.3098 Ha.

Last column: Löwdin charge in e.
Positions of all 12 atoms, in Å:
C1 1.169 1.250 0.013  -0.2405
C2 0.439 -0.076 -0.283  -0.4189
Si1 1.203 -1.534 0.386  0.7459
H1 1.062 1.951 -0.821  0.0517
H2 2.206 0.979 0.015  0.0192
H3 0.780 1.731 1.071  0.1220
H4 -0.568 -0.099 -0.604  -0.0628
H5 0.553 -2.862 0.119  -0.1026
H6 2.537 -1.742 0.877  -0.1146
C3 -3.084 0.160 -0.281  -0.0572
N1 -4.000 -0.408 0.135  0.0736
H7 -2.297 0.651 -0.627  -0.0159

---

Here is a molecular structure, C21H44AsF6O17 in a non-equilibrium geometry from the OMol25 dataset. Energies are from ωB97M-V/def2-TZVPD.

Its HOMO-LUMO gap is 10.02 eV. As for the total charge: -1. As for the maximum force: 1.896 eV Å⁻¹. For the energy relative to the best compared isomer or geometry (same formula, charge and spin), the calculation gives 0.0 kcal per mole. For the LUMO energy, the calculation gives 1.97 eV. The value obtained for the total energy is -4940.86554 a.u. The HOMO energy comes out at -0.2956 Ha.

Last column: Löwdin charge in e.
Positions of all 89 atoms, in Å:
As1 0.517 0.360 -0.691  0.8136
F1 0.962 0.213 -2.390  -0.2367
F2 1.859 -0.725 -0.322  -0.2400
F3 0.056 0.381 1.019  -0.2523
F4 -0.827 1.401 -1.029  -0.2379
F5 -0.535 -1.030 -0.849  -0.2543
F6 1.563 1.741 -0.528  -0.2365
C1 4.202 1.067 -2.453  -0.1544
O1 3.673 0.397 -3.579  -0.1127
H1 3.885 0.496 -1.577  0.0421
H2 5.292 1.104 -2.459  0.0807
H3 3.837 2.095 -2.375  0.0628
H4 2.821 0.028 -3.338  0.0251
C2 0.219 -4.342 -0.263  -0.1515
O2 -1.028 -3.691 -0.524  -0.1457
H5 -0.106 -5.374 -0.097  0.0748
H6 0.841 -4.346 -1.161  0.0652
H7 0.737 -4.016 0.641  0.0672
H8 -0.838 -2.748 -0.658  0.0154
C3 1.629 -2.771 -4.269  -0.1377
O3 2.114 -3.991 -3.701  -0.1231
H9 2.253 -2.513 -5.129  0.0851
H10 0.623 -2.764 -4.682  0.0738
H11 1.697 -1.972 -3.530  0.0553
H12 3.053 -3.840 -3.568  0.0705
C4 1.113 4.808 -2.048  -0.1747
O4 2.120 3.872 -2.321  -0.1289
H13 1.275 5.688 -2.667  0.0738
H14 0.135 4.376 -2.305  0.0728
H15 1.000 5.120 -1.003  0.0733
H16 2.160 3.168 -1.665  0.0244
C5 -0.118 3.580 1.976  -0.1558
O5 0.029 4.889 2.506  -0.1177
H17 -1.022 3.499 1.372  0.0768
H18 0.740 3.324 1.346  0.0622
H19 -0.026 2.835 2.771  0.0605
H20 0.051 4.853 3.462  0.0664
C6 -3.810 -0.433 0.763  -0.0086
C7 -4.056 0.732 1.701  -0.3052
C8 -5.285 1.604 1.366  -0.0639
O6 -6.130 1.430 2.517  0.0689
C9 -5.496 0.724 3.461  -0.5883
O7 -5.932 0.540 4.552  0.1681
O8 -4.324 0.286 3.014  0.0980
H21 -3.229 -1.216 1.252  0.0873
H22 -3.233 -0.167 -0.124  0.0693
H23 -4.740 -0.879 0.403  0.0901
H24 -3.162 1.360 1.692  0.1420
H25 -5.805 1.287 0.464  0.1258
H26 -5.062 2.665 1.269  0.1277
C10 0.610 0.478 4.616  -0.0142
C11 -0.728 -0.060 4.113  -0.3253
C12 -0.646 -1.385 3.353  -0.0925
O9 -1.645 -2.190 3.965  0.0723
C13 -2.207 -1.551 5.006  -0.5747
O10 -3.006 -2.029 5.741  0.1652
O11 -1.626 -0.348 5.171  0.0937
H27 1.205 0.758 3.748  0.0703
H28 1.104 -0.281 5.220  0.0942
H29 0.383 1.365 5.207  0.0876
H30 -1.137 0.740 3.487  0.1288
H31 0.325 -1.873 3.493  0.1283
H32 -0.762 -1.318 2.274  0.1062
C14 -3.814 -1.072 -3.421  -0.0131
C15 -3.043 -0.339 -4.509  -0.3011
C16 -1.635 0.121 -4.126  -0.0864
O12 -0.851 -0.226 -5.267  0.0688
C17 -1.560 -0.985 -6.115  -0.5920
O13 -1.154 -1.451 -7.132  0.1531
O14 -2.769 -1.226 -5.598  0.0829
H33 -3.146 -1.750 -2.886  0.0888
H34 -4.675 -1.561 -3.867  0.0865
H35 -4.095 -0.352 -2.648  0.0776
H36 -3.697 0.441 -4.905  0.1504
H37 -1.136 -0.326 -3.271  0.0970
H38 -1.640 1.198 -3.955  0.1358
C18 4.910 -0.928 0.449  -0.0206
C19 4.259 -0.237 1.636  -0.3163
C20 3.230 -1.047 2.453  -0.0863
O15 3.662 -0.787 3.793  0.0502
C21 4.700 0.068 3.845  -0.5787
O16 5.249 0.488 4.809  0.1640
O17 5.208 0.153 2.613  0.0911
H39 5.723 -0.321 0.058  0.0861
H40 4.172 -1.211 -0.293  0.0642
H41 5.359 -1.848 0.837  0.0904
H42 3.681 0.638 1.323  0.1456
H43 3.291 -2.126 2.297  0.1367
H44 2.212 -0.725 2.249  0.0923